# C3H10F5N2Re

A structure of composition C3H10F5N2Re in a non-equilibrium geometry (ωB97M-V/def2-TZVPD, OMol25).

The geometry in XYZ format:
```
21
Properties=species:S:1:pos:R:3:forces:R:3:nbo_charge:R:1
C 2.25545 1.44386 -1.00918 0.602 1.387 -0.066 -0.85
Re 0.20516 0.20159 -0.19986 -0.462 -2.282 1.752 0.97
N -1.37153 -1.22812 0.48036 -1.035 -0.139 -0.229 -1.04
N -1.27433 1.49228 -0.90447 -2.064 1.708 -1.401 -1.14
H -1.62296 -1.18156 1.47384 0.310 0.213 -0.127 0.43
H 1.64063 0.46827 -1.15953 1.306 0.766 -0.794 0.13
H 3.29365 1.07728 -0.95357 -0.561 0.119 -0.021 0.29
H 2.09299 2.12690 -0.17296 -0.061 -0.633 0.461 0.28
H 2.14283 2.17092 -1.85160 -0.088 -1.317 0.045 0.25
H -1.96103 1.75329 -0.17664 0.396 -0.054 -0.441 0.43
H -1.81164 1.11434 -1.70477 0.209 0.493 0.428 0.42
H -0.81777 2.35722 -1.22308 -0.540 -0.126 0.073 0.43
H -2.29255 -1.20647 -0.01303 0.916 0.175 0.362 0.40
H -1.07535 -2.19309 0.33988 0.251 -0.011 0.016 0.42
F -0.65843 0.53423 2.62095 1.662 -0.080 -1.097 -0.37
C 0.51591 0.68084 1.79589 -0.156 1.041 0.379 0.34
F 0.83584 2.07091 1.96259 -0.182 -2.128 -0.210 -0.35
C 1.64418 -0.20904 2.37106 0.805 0.024 1.428 0.90
F 1.97090 0.17516 3.62917 -0.207 -0.494 -1.111 -0.30
F 1.25801 -1.52007 2.41135 0.110 1.221 -0.114 -0.32
F 2.77954 -0.14974 1.60871 -1.214 0.120 0.668 -0.32
```
Positions in Å, forces in eV/Å.

Output
* 2S+1: 4
* E: -21960.8414 eV
* <S²>: 3.76
* total charge: +1
* E_LUMO (alpha / beta): -4.347 / -4.771 eV
* Kohn-Sham gap (alpha / beta): 7.06 / 7.39 eV


# C3H7NO

An isolated molecule of C3H7NO in a non-equilibrium geometry (ωB97M-V/def2-TZVPD, OMol25).

The geometry in XYZ format:
```
12
Properties=species:S:1:pos:R:3:forces:R:3:nbo_charge:R:1
C 1.16850 -0.77832 0.02892 -0.489 0.679 -0.037 -0.41
C -0.17775 1.37040 0.00095 1.170 0.827 -1.080 -0.42
C -1.28515 -0.74217 -0.04793 -1.316 -1.578 0.715 0.53
H 1.35735 -1.37026 -0.87408 -0.001 0.181 0.175 0.21
H 1.92756 0.00137 0.15665 -0.051 -0.372 -0.215 0.21
H 1.20562 -1.40027 0.90652 0.144 -0.457 0.271 0.20
H -1.02819 1.64782 -0.71925 1.260 0.066 1.398 0.24
H -0.32630 1.78097 1.06991 0.210 -0.418 -1.836 0.21
H 0.87699 1.69521 -0.47865 -2.568 -0.230 1.285 0.20
H -1.19248 -1.87953 -0.08003 0.217 1.040 -0.151 0.11
N -0.12809 -0.08482 -0.01215 0.757 0.255 -0.168 -0.45
O -2.39806 -0.24040 0.04914 0.667 0.008 -0.357 -0.63
```
Positions in Å, forces in eV/Å.

Output
* relative energy (zero: lowest compared OMol25 entry of this formula, charge and spin): 28.2 kcal/mol
* E: -6761.5276 eV
* total charge: 0
* E_LUMO: 0.806 eV
* structure (SMILES): CN(C)C=O
* Kohn-Sham gap: 10.22 eV


# C56H132F6N3O3P3

A cluster of 6 separate species, C56H132F6N3O3P3 in total in a non-equilibrium geometry (ωB97M-V/def2-TZVPD, OMol25).

The geometry in XYZ format:
```
203
Properties=species:S:1:pos:R:3:forces:R:3:lowdin_spin:R:1
P -1.93737 -1.14048 1.35824 -0.775 0.086 -0.635 0.00
F -0.63706 -0.42386 2.08979 -1.166 0.502 1.141 0.00
F -1.24832 -2.57370 1.66349 -0.785 0.050 0.582 0.00
F -2.80993 -1.18287 2.77435 0.780 0.095 -0.906 0.00
F -3.17484 -1.86780 0.52499 0.844 0.205 1.043 0.00
F -2.68329 0.30788 0.95394 0.880 -0.789 1.089 0.01
F -1.04343 -1.02842 0.08132 0.066 -0.018 -2.081 0.01
C 2.24912 -3.34184 1.03735 0.657 -0.031 -1.349 0.00
C 2.95634 -3.43676 -0.40281 -0.758 -0.575 0.913 0.00
C 4.49285 -3.21243 -0.40660 -0.636 -0.799 0.719 0.00
C 5.18712 -3.21535 -1.77082 -1.221 0.400 0.409 0.00
P 6.97050 -3.10850 -1.66614 -1.427 -1.086 -1.616 0.00
C 7.27369 -1.69434 -0.65190 1.093 0.486 0.491 0.00
C 6.62017 -0.34759 -0.96548 -1.273 1.515 0.740 0.00
C 6.43658 0.49875 0.35284 0.578 -0.620 -0.267 0.00
C 6.06984 1.97840 0.16659 -0.799 -0.639 -0.590 0.00
C 7.54514 -4.68683 -0.93332 0.306 -0.111 -1.070 0.00
C 6.92946 -6.06745 -1.44771 -1.292 1.905 0.331 0.00
C 7.31766 -7.22561 -0.57885 1.365 -0.591 0.129 0.00
C 8.79152 -7.54871 -0.65928 0.454 -0.345 -0.712 0.00
C 7.46091 -2.74814 -3.41225 0.436 0.191 1.735 0.00
C 7.82503 -3.88873 -4.29307 0.089 -2.088 -1.211 0.00
C 8.22746 -3.49195 -5.73744 -0.643 -0.759 0.181 0.00
C 7.10025 -2.70473 -6.44021 1.633 1.633 0.691 0.00
H 2.46481 -2.37339 1.48866 0.160 -0.073 0.206 0.00
H 2.52887 -4.17206 1.68586 0.489 0.164 0.052 0.00
H 1.16337 -3.42504 0.98899 -0.036 0.160 -0.490 0.00
H 2.39321 -2.84219 -1.12217 0.310 0.473 0.093 0.00
H 2.77947 -4.45435 -0.75110 0.058 -0.212 -0.052 0.00
H 4.89575 -4.09860 0.08379 0.070 -0.050 0.531 0.00
H 4.73705 -2.37326 0.24475 0.116 0.302 -0.282 0.00
H 4.81445 -2.37370 -2.35463 0.074 -0.027 -0.302 0.01
H 4.90100 -4.14396 -2.26472 0.103 0.048 -0.323 0.00
H 8.35851 -1.60308 -0.59768 0.206 0.170 0.131 0.00
H 6.96804 -2.02637 0.34029 -0.066 0.092 0.218 0.00
H 5.63932 -0.45978 -1.42749 -0.167 -0.235 0.013 0.00
H 7.10813 0.38922 -1.60352 0.777 -0.816 -0.463 0.00
H 7.39703 0.39328 0.85733 0.129 0.310 0.233 0.00
H 5.72674 0.00027 1.01295 -0.255 0.000 -0.005 0.00
H 6.75748 2.53761 -0.46787 0.381 -0.001 0.462 0.00
H 5.84335 2.46522 1.11517 0.562 0.071 0.026 0.00
H 5.12979 2.05509 -0.37977 -0.241 -0.198 -0.138 0.00
H 7.46715 -4.55008 0.14525 -0.024 -0.260 0.083 0.00
H 8.59970 -4.66170 -1.20785 0.319 -0.217 0.348 0.00
H 7.06967 -6.21003 -2.51922 0.916 -0.145 0.061 0.00
H 5.84192 -5.99462 -1.45443 -0.286 0.252 0.484 0.00
H 6.79214 -8.12643 -0.89577 -0.371 0.149 0.251 0.00
H 7.25393 -7.08056 0.49958 -1.280 0.432 -0.033 0.00
H 8.99750 -8.34286 0.05835 0.351 0.098 -0.096 0.00
H 9.41303 -6.67607 -0.45846 0.097 -0.089 0.242 0.00
H 9.04757 -7.89816 -1.65949 0.197 -0.117 -0.016 0.00
H 8.31857 -2.08725 -3.28673 -0.100 0.476 -0.341 0.00
H 6.55795 -2.22766 -3.73141 0.324 0.333 -0.387 0.00
H 7.03785 -4.64265 -4.28679 -0.523 0.131 -0.296 0.00
H 8.66442 -4.49974 -3.96110 0.274 0.379 0.679 0.00
H 8.49271 -4.35768 -6.34427 -0.350 -0.487 0.336 0.00
H 9.22240 -3.08344 -5.56048 -0.210 1.225 -0.684 0.00
H 7.31391 -2.36647 -7.45412 -0.120 -0.981 -0.333 0.00
H 7.15477 -1.71397 -5.98907 -0.666 0.226 0.479 0.00
H 6.10326 -3.11851 -6.28891 0.198 -0.165 -0.245 0.00
C 2.07944 -0.16715 -0.81931 0.238 0.220 1.177 0.04
C 2.08469 1.34631 -0.65195 0.007 0.998 -0.917 0.03
C 0.70789 1.93031 -0.38881 -0.039 1.712 -0.397 0.03
C 0.70791 3.53349 -0.65151 -0.938 -1.615 0.067 0.02
P -0.92559 4.33702 -0.77876 0.010 -0.873 -1.207 0.01
C -0.62125 5.97647 -1.51814 -0.207 -0.514 0.746 0.00
C -0.32605 6.02203 -3.02582 -0.011 1.253 0.046 0.02
C -0.11463 7.48695 -3.42100 -0.273 0.141 0.667 0.00
C 0.21676 7.69945 -4.90037 -0.097 -0.415 1.147 0.00
C -1.58662 4.59625 0.87395 0.600 0.721 -0.917 0.00
C -1.98229 3.37085 1.61647 -1.725 -1.167 0.541 0.00
C -2.89184 3.61415 2.84928 1.140 0.488 0.023 0.00
C -2.03287 4.31275 3.91223 -0.670 -0.649 0.039 0.00
C -2.10450 3.31928 -1.77119 -0.866 0.701 1.218 0.05
C -3.63483 3.72663 -1.63640 0.760 0.706 -0.742 0.01
C -4.13480 4.92510 -2.49999 -0.136 -0.972 0.333 0.01
C -5.67178 5.16364 -2.31661 1.031 0.342 -0.353 0.00
H 3.04024 -0.55310 -1.15991 0.116 0.068 0.086 0.00
H 1.31385 -0.56191 -1.48724 -0.093 0.462 -0.119 0.02
H 1.85937 -0.55935 0.17358 0.043 -0.543 -0.006 0.00
H 2.46851 1.80533 -1.56303 -0.155 -0.019 -0.423 0.02
H 2.74665 1.80502 0.08256 0.417 -0.801 0.480 0.00
H 0.37417 1.74150 0.63153 -0.159 -0.181 -0.069 0.00
H 0.03301 1.44951 -1.09694 -0.392 0.127 0.059 0.03
H 1.21068 3.72421 -1.59964 0.146 0.100 0.016 0.01
H 1.15540 4.12344 0.14837 0.526 -0.185 0.071 0.00
H 0.13226 6.45774 -0.89468 0.903 -0.305 -0.240 0.00
H -1.43060 6.60340 -1.14396 -0.788 0.007 -0.817 0.00
H -1.13436 5.62227 -3.63812 0.060 -0.409 0.167 0.01
H 0.64070 5.60299 -3.30492 -0.236 -0.874 0.300 0.01
H 0.67563 7.83177 -2.75415 0.432 0.230 -0.274 0.00
H -0.96792 8.07409 -3.08151 -0.291 0.126 -0.323 0.00
H 0.73228 8.65761 -4.96571 -0.212 -0.095 -0.614 0.00
H -0.69569 7.61888 -5.49117 0.164 0.363 -0.168 0.00
H 0.87068 6.87996 -5.19858 0.238 0.204 -0.276 0.00
H -2.41302 5.27482 0.66251 -0.155 0.222 0.501 0.00
H -0.75783 5.11652 1.35409 -0.209 0.449 0.320 0.00
H -1.10522 2.81975 1.95580 0.052 -0.068 -0.053 0.00
H -2.54987 2.68968 0.98247 0.256 -0.092 -0.306 0.00
H -3.30956 2.66853 3.19482 0.289 -0.151 0.112 0.00
H -3.77617 4.22633 2.67236 0.079 0.180 -0.579 0.00
H -1.22468 3.64617 4.21323 0.080 -0.058 0.209 0.00
H -2.66991 4.52346 4.77124 0.382 0.354 0.163 0.00
H -1.56283 5.20816 3.50552 -0.240 0.182 0.236 0.00
H -2.09720 2.32605 -1.32226 0.520 -0.276 0.067 0.02
H -1.70080 3.20205 -2.77687 -0.183 0.123 -0.241 0.07
H -3.89205 3.88071 -0.58845 0.097 0.009 0.154 0.00
H -4.17605 2.83168 -1.94340 -0.134 0.013 -0.056 0.01
H -3.77998 4.68361 -3.50193 -0.649 0.038 -0.414 0.01
H -3.60197 5.85307 -2.29249 0.004 0.076 0.459 0.00
H -5.84810 5.34007 -1.25553 -0.159 -0.012 0.043 0.00
H -6.34906 4.38429 -2.66590 0.382 -0.317 0.035 0.00
H -5.97111 6.06377 -2.85351 0.041 0.064 0.065 0.00
C -5.81628 -1.75770 5.54265 -0.180 0.755 -0.703 0.00
C -5.77823 -0.56172 4.47306 -0.259 0.305 1.427 0.00
N -6.53976 -0.75154 3.19232 -0.622 -1.356 -1.765 0.00
C -6.23399 -2.19743 2.67386 0.230 1.485 0.455 0.00
C -8.07068 -0.59179 3.48611 2.020 0.312 -0.396 0.00
C -8.94392 -0.70967 2.24638 0.623 -0.484 -0.018 0.00
C -6.07526 0.27364 2.02092 -0.592 0.036 1.947 0.01
C -6.57225 1.77627 2.19083 1.106 -1.693 0.042 0.00
O -6.05349 2.33084 3.38152 -0.834 -0.720 -0.792 0.00
C -6.59025 3.62232 3.62191 0.583 -0.094 -0.161 0.00
H -6.82737 -2.15164 5.64560 0.092 -0.040 0.090 0.00
H -5.47998 -1.46880 6.53842 -0.379 0.918 -0.074 0.00
H -5.12519 -2.59043 5.41211 -0.094 0.000 -1.039 0.00
H -4.75485 -0.21846 4.32156 0.020 -0.451 -0.644 0.00
H -6.28412 0.34847 4.79514 0.243 -0.180 1.033 0.00
H -6.62451 -2.25916 1.65809 0.329 -0.293 0.195 0.00
H -6.61530 -2.97141 3.33994 -0.585 0.395 -0.057 0.00
H -5.15275 -2.28563 2.77991 0.058 0.037 -0.761 0.00
H -8.09356 0.40391 3.92900 -0.415 -0.071 0.088 0.00
H -8.19919 -1.34808 4.26046 -0.713 0.125 -0.193 0.00
H -8.67453 -0.06659 1.40853 -0.029 0.654 0.482 0.00
H -9.97065 -0.51007 2.55310 -0.012 -0.304 -0.293 0.00
H -8.79534 -1.67799 1.76848 -0.651 -0.385 0.437 0.00
H -6.46475 -0.11707 1.08084 0.123 -0.110 0.182 0.01
H -5.00409 0.09579 2.11608 0.104 0.688 -0.580 0.00
H -7.65513 1.85361 2.09338 -0.283 -0.204 0.534 0.00
H -6.22909 2.32995 1.31688 0.488 -0.017 -0.247 0.00
H -7.67779 3.66501 3.56249 -0.209 -0.383 0.734 0.00
H -6.31199 4.30748 2.82114 0.600 0.259 0.067 0.00
H -6.12233 3.84244 4.58145 -0.634 0.776 -0.084 0.00
C -3.93025 0.49644 -3.77834 -0.950 -1.534 -0.605 0.06
C -3.07901 -0.44442 -4.69659 -0.380 0.599 0.039 0.08
N -3.54933 -1.92262 -4.85742 -1.293 1.529 -0.047 0.00
C -4.89687 -2.00576 -5.66615 1.536 -0.401 0.729 0.01
C -2.45275 -2.72921 -5.67283 -1.104 0.238 0.419 0.01
C -2.34353 -2.51066 -7.16982 -0.444 1.339 -0.963 0.01
C -3.86114 -2.49090 -3.43824 0.440 -0.543 -0.811 0.01
C -2.69355 -2.50955 -2.46558 -1.391 0.650 0.452 0.02
O -1.68362 -3.17098 -3.04520 3.759 -1.431 -0.808 0.01
C -0.51466 -3.21990 -2.18406 -0.423 0.003 -0.178 0.02
H -4.96141 0.16062 -3.88806 -0.432 0.196 -0.120 0.01
H -3.94373 1.54212 -4.08571 0.517 -0.186 -0.125 0.02
H -3.77094 0.40784 -2.70369 0.664 0.027 -0.069 0.01
H -2.05364 -0.42597 -4.32727 0.210 -0.413 -0.037 0.07
H -3.07387 -0.02835 -5.70404 0.042 -0.083 0.032 0.02
H -5.73902 -1.61813 -5.09289 0.336 0.327 -0.099 0.00
H -5.07275 -3.07037 -5.82038 0.035 -0.007 -0.064 0.00
H -4.72648 -1.53041 -6.63213 -0.231 0.140 0.281 0.00
H -2.77832 -3.75912 -5.52662 0.757 -0.063 0.640 0.00
H -1.55351 -2.35625 -5.18255 0.056 -0.955 -0.075 0.01
H -2.41779 -1.44781 -7.39992 0.485 0.229 -0.009 0.00
H -3.03653 -2.92616 -7.90140 -0.692 -0.546 0.799 0.00
H -1.40202 -2.87210 -7.58335 0.339 0.141 0.644 0.00
H -4.20535 -3.49408 -3.68978 -0.013 -0.122 0.424 0.00
H -4.66632 -1.92622 -2.96822 -0.113 0.123 -0.502 0.01
H -2.92467 -3.05345 -1.54969 -0.931 0.219 0.270 0.00
H -2.40961 -1.50238 -2.16047 0.007 0.417 0.022 0.01
H -0.03471 -2.24582 -2.08963 -0.257 0.261 -0.116 0.01
H 0.24350 -3.90854 -2.55697 -0.428 -0.132 -0.368 0.00
H -0.81612 -3.53698 -1.18572 -0.071 -0.090 0.130 0.00
C 0.43431 -2.81506 5.50436 -0.028 0.687 0.171 0.00
C 1.01621 -1.59012 6.23439 0.390 0.367 -0.543 0.00
N 0.62393 -0.20211 5.55933 -1.298 -0.500 0.808 0.00
C -0.90036 -0.28691 5.22303 0.564 0.165 0.960 0.00
C 0.87994 0.97945 6.54947 -1.781 0.484 -0.496 0.00
C 2.26095 1.19922 7.06348 1.127 -1.179 0.103 0.00
C 1.38964 0.00367 4.31231 1.344 1.024 -1.040 0.00
C 1.23696 1.34652 3.51274 -0.152 -0.169 1.030 0.00
O 1.91813 2.43143 4.20068 -0.712 0.553 -1.523 0.00
C 1.89902 3.70691 3.41482 -0.414 -1.639 0.475 0.00
H -0.54601 -3.04095 5.92393 -0.080 0.007 -0.373 0.00
H 1.03118 -3.72028 5.61591 0.252 0.288 0.194 0.00
H 0.37642 -2.59444 4.43850 -0.217 -0.303 -0.031 0.00
H 2.10554 -1.61217 6.26549 -0.015 0.148 -0.288 0.00
H 0.71128 -1.57336 7.28073 -0.332 0.389 -0.135 0.00
H -1.15223 -0.99190 4.43079 0.648 0.118 0.016 0.00
H -1.30936 0.68615 4.95106 0.395 0.063 0.061 0.00
H -1.37813 -0.63323 6.13949 -0.022 0.157 0.025 0.00
H 0.23966 0.80758 7.41469 -0.171 -0.361 -0.111 0.00
H 0.43752 1.84152 6.05027 0.275 -0.015 -0.194 0.00
H 3.07147 1.26529 6.33767 -0.292 -0.140 -0.273 0.00
H 2.41721 0.32416 7.69432 0.710 0.092 0.221 0.00
H 2.42262 2.07180 7.69639 -0.768 0.072 -0.037 0.00
H 1.16495 -0.81361 3.62700 0.055 0.059 0.114 0.00
H 2.44122 0.00103 4.59914 0.057 -0.413 -0.033 0.00
H 0.17645 1.49075 3.30630 -0.305 0.674 0.434 0.00
H 1.61094 1.19570 2.50007 0.636 -0.230 0.048 0.00
H 0.89062 3.86023 3.03048 -0.200 0.123 0.176 0.00
H 2.54649 3.64986 2.53982 0.326 -0.187 0.147 0.00
H 2.18538 4.53608 4.06179 0.035 -0.348 0.071 0.00
```
Positions in Å, forces in eV/Å.

Output
* 2S+1: 2
* E: -114975.1269 eV
* <S²>: 0.75
* total charge: +3
* E_LUMO (alpha / beta): -4.668 / -4.690 eV
* Kohn-Sham gap (alpha / beta): 2.09 / 10.09 eV


# CH2BrNO4

An isolated molecule of CH2BrNO4 in a non-equilibrium geometry (ωB97M-V/def2-TZVPD, OMol25).

The geometry in XYZ format:
```
9
Properties=species:S:1:pos:R:3:forces:R:3:nbo_charge:R:1
C 0.39788 -0.11880 0.19207 -2.156 0.891 1.902 0.54
N -0.45877 0.60478 -0.83487 6.762 -3.789 5.696 0.17
O -0.55424 0.08588 -1.90804 -1.843 -2.386 -7.231 -0.16
O -1.09560 1.55079 -0.43518 -4.183 5.166 1.256 -0.18
O 1.13265 -1.13791 -0.26101 -2.252 -2.319 0.225 -0.67
O -0.54227 -0.48210 1.29422 4.654 -3.191 -2.448 -0.70
Br 1.65346 1.24536 0.77134 0.169 0.279 0.340 0.02
H 0.54520 -1.98438 -0.19242 1.429 1.989 -0.274 0.51
H -1.07832 0.23638 1.37389 -2.581 3.360 0.533 0.48
```
Positions in Å, forces in eV/Å.

Output
* relative energy (zero: lowest compared OMol25 entry of this formula, charge and spin): 60.4 kcal/mol
* 2S+1: 3
* E: -80784.6949 eV
* <S²>: 2.01
* total charge: 0
* E_LUMO (alpha / beta): 0.468 / -4.026 eV
* Kohn-Sham gap (alpha / beta): 8.86 / 6.92 eV


> Among the records above, which one has the lowest E?

C56H132F6N3O3P3